13
Properties=species:S:1:pos:R:3:mulliken_charge:R:1 method="wB97M-V/def2-TZVPD" e_tot_ha=-1023.606336 max_force_ev_per_a=3.49 gap_ha="0.24985 / 0.24983" e_lumo_ev="-2.016 / -2.017"
C 0.47 1.47 -1.02 -0.195
C -2.28 0.78 -0.06 -0.431
C 1.97 -1.49 0.21 -0.806
N 1.24 2.02 -1.69 -0.527
N -0.05 -0.16 0.74 0.047
S -1.35 0.38 1.42 0.122
S 1.25 -0.51 1.52 0.175
H -3.09 1.58 0.11 0.313
H -2.81 -0.09 -0.40 0.270
H -1.35 0.99 -0.74 0.094
H 2.62 -0.83 -0.48 0.308
H 1.01 -1.86 -0.40 0.244
H 2.38 -2.28 0.77 0.386